Model i:
Computed, not measured: a cluster of 2 separate species, C6H14NO in total, with the ωB97M-V functional and the def2-TZVPD basis.

Last column: Mulliken charge in e.
Cartesian coordinates (Å):
1 C -1.703 -0.659 2.392  -1.354
2 C -1.059 0.378 1.453  -0.368
3 C 0.334 0.093 0.960  -0.344
4 C 0.598 -0.098 -0.553  0.247
5 C -0.248 0.523 -1.375  -0.758
6 N -0.127 0.363 -2.761  0.066
7 C -0.486 -0.789 -3.227  -0.185
8 H -0.938 -0.893 3.131  0.365
9 H -2.087 -1.586 1.876  0.301
10 H -2.621 -0.307 2.858  0.372
11 H -0.999 1.364 2.198  0.186
12 H -1.749 0.622 0.740  0.358
13 H 0.779 -0.721 1.629  0.379
14 H 1.134 0.938 1.277  0.028
15 H 1.227 -1.030 -0.735  0.323
16 H -1.015 1.259 -0.948  0.322
17 H 0.544 1.074 -3.247  0.390
18 H -1.115 -1.279 -2.479  0.325
19 H -0.334 -1.189 -4.178  0.333
20 H 3.851 0.186 -0.076  0.314
21 H 3.001 1.066 0.996  0.333
22 O 3.013 0.685 0.068  -0.630

- HOMO-LUMO gap: 0.31553 Eh
- Net charge: +1

Model ii:
Computed, not measured: a cluster of 2 separate species, C6H14NO in total, with the ωB97M-V functional and the def2-TZVPD basis.

Last column: Mulliken charge in e.
Cartesian coordinates (Å):
1 C 0.129 2.884 0.778  -0.977
2 C 0.594 1.558 1.380  -0.807
3 C -0.265 0.382 0.733  -0.148
4 C 0.331 -0.038 -0.544  0.065
5 C 1.415 0.375 -1.193  -0.813
6 C -1.016 -0.964 -2.132  -0.166
7 N -0.231 -1.122 -1.061  0.113
8 H -0.195 3.691 1.578  0.288
9 H 0.943 3.301 0.136  0.269
10 H -0.622 2.734 0.029  0.315
11 H 1.687 1.423 1.202  0.466
12 H 0.378 1.554 2.443  0.410
13 H -0.363 -0.450 1.482  0.180
14 H -1.292 0.776 0.593  0.330
15 H 2.018 0.002 -1.947  0.443
16 H 1.789 1.393 -0.805  0.093
17 H -1.224 -1.890 -2.798  0.244
18 H -1.387 -0.098 -2.531  0.345
19 H 0.021 -2.078 -0.683  0.369
20 H -1.551 -3.126 1.334  0.306
21 H -0.301 -2.798 2.264  0.305
22 O -0.678 -2.721 1.375  -0.630

- HOMO-LUMO gap: 0.33015 Eh
- Net charge: +1

model ii (0.0217 hartree below the next structure)